Entry from the OMol25 dataset: a 2-piece molecular cluster, C4H12O overall in a non-equilibrium geometry (ωB97M-V with the def2-TZVPD basis set).

Each line ends with the Löwdin charge.
Geometry (Å):
1 C -0.9303 0.1658 -2.8646  -0.17
2 C -1.5752 0.8590 -1.6547  -0.17
3 H -0.4781 0.8705 -3.5618  0.06
4 H -0.2261 -0.5724 -2.4894  0.06
5 H -1.6729 -0.3793 -3.4564  0.06
6 H -0.7492 1.1812 -1.0230  0.04
7 H -2.2016 0.1272 -1.1458  0.06
8 H -2.1925 1.7418 -1.8237  0.06
9 C 1.0926 -0.1085 2.6033  -0.31
10 C 0.6566 -0.5583 1.2187  -0.09
11 O 2.0501 -0.9783 3.2188  -0.09
12 H 1.3823 0.9386 2.7562  0.11
13 H 0.2171 -0.2091 3.2605  0.11
14 H -0.3582 -0.9119 1.0736  0.07
15 H 2.8117 -0.9390 2.6248  0.08
16 H 1.3025 -1.3741 0.8596  0.08
17 H 0.8711 0.1467 0.4040  0.06

## Properties
Energy = -234.80252 Eh
Net charge = 0
HOMO energy = -10.5 eV
SMILES = CCO.CC



Entry from the OMol25 dataset: the molecule C4H5NOS in a non-equilibrium geometry (ωB97M-V with the def2-TZVPD basis set).

Each line ends with the Löwdin charge.
Geometry (Å):
1 C 0.7251 0.8766 -0.1455  -0.59
2 C -0.4871 0.8650 0.8369  -0.20
3 C -1.2843 -0.2861 -1.0302  -0.14
4 C -0.6609 1.0151 -0.6229  -0.21
5 H 0.7124 -1.2860 0.2913  -0.02
6 H 1.3801 1.7283 -0.2077  0.07
7 H -0.6468 1.3191 1.8951  0.19
8 H -1.5230 -0.5522 -2.1019  0.15
9 H -0.8914 1.9728 -1.0294  0.13
10 N -1.5510 -1.0389 -0.1060  0.06
11 O -1.1322 -0.4240 1.0643  -0.15
12 S 1.9455 -0.4588 -0.0531  0.70

## Properties
Energy = -683.44164 Eh
Net charge = 0
HOMO energy = -8.6 eV
SMILES = S[C@H]1[C@H]2C=NO[C@@H]12



Entry from the OMol25 dataset: a 8-piece molecular cluster, C40H84BF6N10P overall in a non-equilibrium geometry (ωB97M-V with the def2-TZVPD basis set).

Each line ends with the Löwdin charge.
Geometry (Å):
1 B 8.6036 3.2253 -11.7087  -0.46
2 H 7.8654 3.9800 -11.2172  -0.05
3 H 8.8951 3.6187 -12.7674  -0.06
4 H 9.6176 3.2783 -11.1513  -0.04
5 H 8.1297 2.1679 -11.8180  -0.04
6 C 4.3213 6.7598 -16.6041  -0.05
7 C 3.6525 5.5972 -15.8645  -0.15
8 N 4.5948 4.5319 -15.5061  -0.04
9 C 5.6520 4.6746 -14.6153  -0.01
10 C 6.2441 3.4749 -14.4670  -0.01
11 N 5.7424 2.6895 -15.4783  -0.08
12 C 4.7335 3.3239 -16.0888  0.01
13 C 6.2394 1.3802 -15.9133  0.04
14 H 4.9870 7.3326 -15.9563  0.07
15 H 3.5485 7.4614 -16.9184  0.10
16 H 4.8603 6.4548 -17.4996  0.09
17 H 2.9646 5.1242 -16.5638  0.13
18 H 3.1679 5.9658 -14.9644  0.13
19 H 5.7698 5.6275 -14.1278  0.13
20 H 7.1140 3.1088 -13.9282  0.10
21 H 4.1363 2.9604 -16.9102  0.18
22 H 6.1895 0.7138 -15.0506  0.08
23 H 7.2708 1.4542 -16.2422  0.10
24 H 5.5485 0.9673 -16.6422  0.11
25 C 2.9115 -0.6360 -12.5421  -0.04
26 C 4.3243 -0.0582 -12.4866  -0.15
27 N 4.2962 1.3469 -12.0800  -0.04
28 C 3.5999 2.3903 -12.6667  0.00
29 C 3.7772 3.4491 -11.8427  -0.01
30 N 4.5867 3.0736 -10.7992  -0.06
31 C 4.9901 1.8272 -11.0374  0.00
32 C 5.0518 3.9124 -9.7060  0.03
33 H 2.3184 -0.3997 -11.6616  0.10
34 H 2.9657 -1.6902 -12.8118  0.10
35 H 2.3461 -0.2346 -13.3884  0.08
36 H 4.7398 -0.0552 -13.4977  0.11
37 H 5.0257 -0.5498 -11.8186  0.11
38 H 2.9802 2.2196 -13.5294  0.14
39 H 3.4539 4.4731 -11.9282  0.14
40 H 5.7335 1.2829 -10.4822  0.15
41 H 6.0325 3.5393 -9.4102  0.09
42 H 4.4017 3.8885 -8.8347  0.12
43 H 5.1723 4.9093 -10.1244  0.10
44 C 7.4488 9.1932 -8.8697  -0.04
45 C 7.2369 7.7848 -9.4201  -0.16
46 N 7.7915 6.7379 -8.5568  -0.05
47 C 7.7545 6.6741 -7.1928  0.02
48 C 8.2444 5.4389 -6.8529  0.02
49 N 8.6520 4.8359 -8.0003  -0.07
50 C 8.4072 5.6414 -9.0295  -0.03
51 C 9.1584 3.4872 -8.1127  0.00
52 H 7.0563 9.8314 -9.6637  0.09
53 H 8.5123 9.3876 -8.7516  0.08
54 H 6.8950 9.4041 -7.9592  0.09
55 H 7.7902 7.6919 -10.3571  0.11
56 H 6.1941 7.5161 -9.5940  0.13
57 H 7.2449 7.4060 -6.5903  0.14
58 H 8.3037 4.9804 -5.8800  0.15
59 H 8.7062 5.3399 -10.0197  0.11
60 H 8.4363 2.7344 -7.8036  0.09
61 H 10.1045 3.3780 -7.5828  0.10
62 H 9.3955 3.3435 -9.1682  0.05
63 C 9.6062 5.9135 -14.7889  -0.05
64 C 8.7889 6.5793 -13.6679  -0.17
65 N 9.6608 7.2371 -12.6972  -0.04
66 C 10.4626 6.5937 -11.7623  0.01
67 C 11.0294 7.5951 -11.0374  0.01
68 N 10.5614 8.8054 -11.4937  -0.07
69 C 9.6854 8.5539 -12.4720  -0.01
70 C 10.7760 10.0461 -10.7638  0.02
71 H 10.3314 6.5880 -15.2417  0.09
72 H 8.9253 5.6829 -15.6126  0.08
73 H 10.0525 4.9753 -14.4634  0.05
74 H 8.1938 5.8382 -13.1341  0.09
75 H 8.0856 7.2241 -14.1939  0.12
76 H 10.5466 5.5193 -11.8124  0.12
77 H 11.7298 7.6018 -10.2168  0.15
78 H 9.1711 9.2627 -13.1005  0.17
79 H 11.5144 10.6897 -11.2418  0.11
80 H 11.0397 9.9059 -9.7210  0.11
81 H 9.8433 10.6080 -10.8338  0.10
82 C 15.2117 3.8095 -14.1026  -0.06
83 C 14.2632 2.6452 -13.7835  -0.21
84 C 12.8400 2.7448 -14.3550  -0.14
85 N 11.9671 1.5526 -14.0643  -0.24
86 C 11.6069 1.5021 -12.5943  0.03
87 C 12.4513 0.2770 -14.6962  -0.09
88 C 11.2637 -0.6491 -14.9002  -0.11
89 C 10.1180 0.3495 -15.1177  -0.15
90 C 10.6477 1.7729 -14.7871  -0.11
91 H 15.8452 4.0303 -13.2484  0.09
92 H 14.6316 4.7116 -14.3133  0.07
93 H 15.8271 3.6423 -14.9831  0.08
94 H 14.1584 2.4314 -12.7157  0.10
95 H 14.6552 1.6830 -14.1277  0.11
96 H 12.8805 2.8044 -15.4464  0.13
97 H 12.3572 3.6895 -14.0971  0.13
98 H 11.4978 2.5412 -12.3011  0.08
99 H 12.4376 1.0376 -12.0671  0.12
100 H 10.6898 0.9585 -12.3887  0.09
101 H 13.3458 -0.0804 -14.1933  0.14
102 H 12.7596 0.5466 -15.7104  0.15
103 H 11.0018 -1.1038 -13.9426  0.10
104 H 11.3653 -1.3951 -15.6787  0.13
105 H 9.2806 0.1725 -14.4370  0.10
106 H 9.6668 0.3528 -16.1104  0.11
107 H 9.9297 2.3345 -14.1962  0.09
108 H 10.8579 2.2441 -15.7459  0.13
109 C 6.6078 -2.6927 -5.4672  -0.07
110 C 6.9996 -1.7688 -6.6047  -0.24
111 C 7.9695 -2.3978 -7.5906  -0.12
112 N 8.2456 -1.5472 -8.8251  -0.25
113 C 7.0575 -1.4252 -9.7028  0.00
114 C 9.3998 -2.1423 -9.6276  -0.09
115 C 10.3006 -1.0538 -10.1801  -0.10
116 C 9.5716 0.2294 -9.7060  -0.16
117 C 8.7778 -0.1595 -8.4662  -0.08
118 H 6.1574 -3.5909 -5.8938  0.09
119 H 5.8729 -2.2185 -4.8192  0.09
120 H 7.4202 -3.0118 -4.8156  0.09
121 H 7.3360 -0.7968 -6.2278  0.11
122 H 6.1147 -1.4271 -7.1548  0.10
123 H 7.6494 -3.3614 -8.0045  0.15
124 H 8.9189 -2.7658 -7.1940  0.14
125 H 6.2542 -0.8776 -9.2108  0.09
126 H 6.6536 -2.4144 -9.9154  0.12
127 H 7.3463 -0.9294 -10.6267  0.10
128 H 9.0002 -2.9419 -10.2532  0.15
129 H 9.9664 -2.7594 -8.9257  0.13
130 H 10.2956 -1.0846 -11.2661  0.10
131 H 11.2833 -1.0962 -9.7204  0.13
132 H 8.9678 0.5475 -10.5580  0.07
133 H 10.2030 1.1062 -9.5518  0.10
134 H 8.0351 0.6199 -8.3033  0.11
135 H 9.3698 -0.2623 -7.5588  0.15
136 P 12.6574 3.7200 -9.5153  0.19
137 F 12.2076 3.2194 -8.0325  -0.16
138 F 11.6307 4.9720 -9.3461  -0.17
139 F 13.8553 4.6151 -8.9069  -0.13
140 F 12.9561 4.2165 -11.0459  -0.17
141 F 13.7148 2.5013 -9.6038  -0.15
142 F 11.5306 2.7467 -10.1557  -0.21

## Properties
Energy = -3086.34117 Eh
Net charge = +4
HOMO energy = -18.0 eV



Entry from the OMol25 dataset: a 2-piece molecular cluster, CHPS3 overall in a non-equilibrium geometry (ωB97M-V with the def2-TZVPD basis set).

Each line ends with the Löwdin charge.
Geometry (Å):
1 C -0.5253 -2.3237 -0.9277  -1.39
2 P -0.0902 1.8456 0.8458  0.29
3 S 0.6243 3.5127 1.5995  0.00
4 S 0.1342 -2.5296 -2.3249  0.72
5 S -1.2322 -2.0766 0.4840  0.64
6 H 1.0892 1.5717 0.3234  -0.28

## Properties
Energy = -1574.57420 Eh
Net charge = 0
HOMO energy = -8.9 eV